--- one ---
A structure of composition C3H9NO3. Source: the OMol25 dataset; level of theory: ωB97M-V with the def2-TZVPD basis set.

Each line ends with the natural charge from an NBO analysis.
Element x y z (Å)
H (1.253, -1.594, -0.215)  0.494
O (0.697, -2.705, -0.208)  -0.919
O (1.877, -0.555, -0.481)  -0.795
H (0.770, -3.069, -1.110)  0.494
H (-0.111, -1.912, -0.325)  0.509
C (1.004, 0.499, -0.718)  0.765
O (1.063, 1.222, -1.648)  -0.582
C (0.061, 0.657, 0.457)  -0.134
H (0.413, 0.119, 1.463)  0.226
N (-0.854, -0.508, -0.131)  -0.900
H (-1.690, -0.694, 0.527)  0.393
H (-1.208, -0.134, -1.175)  0.403
C (-0.683, 1.944, 0.745)  -0.636
H (-1.611, 1.587, 1.320)  0.208
H (-0.041, 2.545, 1.579)  0.233
H (-0.941, 2.597, -0.079)  0.240

## Properties
**Frontier orbital gap**: 10.32 eV
**HOMO**: -9.9 eV
**LUMO level**: 0.42 eV
**Total charge**: 0

--- two ---
A cluster of 2 separate species, C3H9NO3 in total. Source: the OMol25 dataset; level of theory: ωB97M-V with the def2-TZVPD basis set.

Each line ends with the natural charge from an NBO analysis.
Element x y z (Å)
C (-1.609, -1.719, 0.593)  -0.419
N (-0.393, -1.501, -0.224)  -0.602
C (-0.426, -0.147, -0.732)  -0.333
C (0.691, 0.121, -1.712)  0.785
O (1.611, -0.537, -2.111)  -0.575
O (0.640, 1.464, -2.037)  -0.702
H (-1.644, -2.715, 1.026)  0.212
H (-1.583, -1.034, 1.443)  0.191
H (-2.485, -1.431, 0.003)  0.165
H (-0.409, -2.164, -0.985)  0.361
H (-1.323, -0.007, -1.363)  0.196
H (-0.297, 0.607, 0.040)  0.227
H (1.396, 1.515, -2.665)  0.493
O (1.999, 2.421, 3.306)  -0.927
H (2.503, 3.014, 2.724)  0.465
H (1.329, 2.113, 2.694)  0.462

## Properties
**Frontier orbital gap**: 9.90 eV
**HOMO**: -9.5 eV
**LUMO level**: 0.42 eV
**Total charge**: 0

So which one wins? Going from most stable to least: two, one.

--- one ---
A cluster of 4 separate species, C2H14NO3 in total. Source: the OMol25 dataset; level of theory: ωB97M-V with the def2-TZVPD basis set.

Each line ends with the natural charge from an NBO analysis.
Element x y z (Å)
C (2.508, 0.037, 2.546)  -0.627
C (1.147, -0.286, 1.920)  -0.223
N (1.279, -1.289, 0.806)  -0.689
H (2.552, 1.033, 2.971)  0.256
H (3.266, -0.055, 1.763)  0.208
H (2.731, -0.719, 3.300)  0.229
H (0.661, 0.603, 1.513)  0.234
H (0.445, -0.714, 2.627)  0.221
H (0.467, -1.227, 0.150)  0.482
H (2.144, -1.157, 0.296)  0.427
H (1.293, -2.220, 1.212)  0.426
H (-3.885, 2.376, -2.028)  0.478
H (-4.574, 1.098, -1.866)  0.480
O (-3.668, 1.442, -1.875)  -0.956
H (-0.918, -0.188, -1.567)  0.533
H (-1.715, -1.007, -0.594)  0.497
O (-0.833, -0.619, -0.695)  -0.990
H (-0.377, 1.078, -3.993)  0.494
H (-1.696, 1.118, -3.258)  0.497
O (-0.827, 0.698, -3.230)  -0.977

## Properties
**Frontier orbital gap**: 11.85 eV
**HOMO**: -14.7 eV
**LUMO level**: -2.89 eV
**Total charge**: +1

--- two ---
A cluster of 4 separate species, C2H14NO3 in total. Source: the OMol25 dataset; level of theory: ωB97M-V with the def2-TZVPD basis set.

Each line ends with the natural charge from an NBO analysis.
Element x y z (Å)
C (-1.634, -2.567, -0.039)  -0.638
C (-1.676, -1.087, -0.345)  -0.216
N (-0.357, -0.436, 0.066)  -0.716
H (-2.586, -3.047, -0.258)  0.255
H (-1.477, -2.690, 1.036)  0.221
H (-0.841, -3.078, -0.573)  0.225
H (-2.392, -0.534, 0.261)  0.214
H (-1.911, -0.866, -1.383)  0.223
H (-0.529, 0.299, 0.809)  0.474
H (0.177, -1.114, 0.610)  0.430
H (0.203, -0.194, -0.752)  0.459
H (2.379, -1.705, -2.458)  0.501
H (0.869, -1.847, -2.562)  0.476
O (1.558, -1.414, -2.046)  -0.972
H (1.598, 3.943, 1.238)  0.485
H (1.527, 3.822, -0.261)  0.487
O (1.720, 3.313, 0.516)  -0.948
H (-0.875, 2.074, 2.176)  0.493
H (0.398, 2.186, 1.306)  0.511
O (-0.114, 1.572, 1.860)  -0.966

## Properties
**Frontier orbital gap**: 12.67 eV
**HOMO**: -15.6 eV
**LUMO level**: -2.88 eV
**Total charge**: +1

--- three ---
A cluster of 4 separate species, C2H14NO3 in total. Source: the OMol25 dataset; level of theory: ωB97M-V with the def2-TZVPD basis set.

Each line ends with the natural charge from an NBO analysis.
Element x y z (Å)
C (-2.801, 0.207, 0.566)  -0.666
C (-2.010, -0.941, 1.161)  -0.191
N (-0.617, -1.038, 0.446)  -0.722
H (-3.519, 0.483, 1.383)  0.263
H (-3.434, -0.123, -0.245)  0.239
H (-2.241, 1.101, 0.339)  0.235
H (-2.437, -1.919, 0.970)  0.223
H (-1.668, -0.970, 2.188)  0.232
H (-0.826, -0.669, -0.492)  0.437
H (0.295, -0.597, 0.658)  0.481
H (-0.403, -2.015, 0.187)  0.433
H (-0.758, -1.182, -2.582)  0.473
H (0.504, -0.703, -3.180)  0.504
O (0.061, -0.743, -2.325)  -0.968
H (1.668, 2.384, -0.588)  0.454
H (2.395, 3.520, -0.091)  0.485
O (2.576, 2.585, -0.286)  -0.935
H (3.003, -0.476, 1.259)  0.510
H (2.208, 0.513, 0.394)  0.499
O (2.136, -0.317, 0.877)  -0.987

## Properties
**Frontier orbital gap**: 11.79 eV
**HOMO**: -15.0 eV
**LUMO level**: -3.20 eV
**Total charge**: +1

So which one wins? Going from most stable to least: one, two, three.

--- one ---
The molecule C5H7NOS. Source: the OMol25 dataset; level of theory: ωB97M-V with the def2-TZVPD basis set.

Each line ends with the natural charge from an NBO analysis.
Element x y z (Å)
H (-1.487, 2.006, 1.220)  0.334
N (-1.327, 1.057, 1.548)  -0.595
C (-0.438, 0.511, 0.847)  0.320
C (0.066, -0.921, 1.126)  -0.483
C (0.880, -1.376, -0.076)  -0.534
S (1.871, 0.049, -0.623)  0.234
C (0.299, 1.031, -0.391)  -0.509
C (-0.453, 0.702, -1.717)  0.436
O (-1.203, -0.184, -1.980)  -0.518
H (0.446, -0.899, 2.110)  0.241
H (-0.941, -1.519, 1.362)  0.243
H (1.498, -2.100, 0.285)  0.228
H (0.193, -1.807, -0.739)  0.236
H (0.705, 2.079, -0.423)  0.257
H (-0.109, 1.371, -2.550)  0.110

## Properties
**Frontier orbital gap**: 9.75 eV
**HOMO**: -9.3 eV
**LUMO level**: 0.48 eV
**Total charge**: 0

--- two ---
The molecule C5H7NOS. Source: the OMol25 dataset; level of theory: ωB97M-V with the def2-TZVPD basis set.

Each line ends with the natural charge from an NBO analysis.
Element x y z (Å)
S (2.468, -1.285, -0.118)  -0.026
C (1.922, 0.447, -0.119)  -0.505
C (0.684, 0.709, 0.765)  -0.446
C (-0.557, 0.008, 0.326)  0.131
C (-1.631, 0.450, -0.478)  -0.373
C (-2.508, -0.578, -0.391)  0.138
O (-2.004, -1.588, 0.335)  -0.271
N (-0.776, -1.169, 0.780)  -0.121
H (1.632, -1.635, -1.131)  0.127
H (1.674, 0.799, -1.114)  0.212
H (2.781, 1.024, 0.270)  0.224
H (0.605, 1.778, 0.867)  0.222
H (0.966, 0.309, 1.762)  0.235
H (-1.724, 1.406, -0.979)  0.239
H (-3.534, -0.674, -0.777)  0.213

## Properties
**Frontier orbital gap**: 9.76 eV
**HOMO**: -9.0 eV
**LUMO level**: 0.80 eV
**Total charge**: 0

--- three ---
A structure of composition C5H7NOS. Source: the OMol25 dataset; level of theory: ωB97M-V with the def2-TZVPD basis set.

Each line ends with the natural charge from an NBO analysis.
Element x y z (Å)
C (0.778, 0.177, -0.007)  -0.275
C (-0.062, -0.607, -1.069)  -0.387
C (-1.155, -0.425, -0.003)  -0.059
C (-0.050, -0.635, 1.071)  -0.388
C (0.027, 1.499, 0.040)  0.666
H (2.721, -0.952, -0.060)  0.107
H (0.253, -1.640, -1.158)  0.207
H (-0.267, -0.176, -2.058)  0.219
H (-2.066, -1.026, -0.005)  0.222
H (-0.130, -0.190, 2.078)  0.220
H (0.338, -1.653, 1.194)  0.209
H (-2.114, 1.606, -0.046)  0.422
N (-1.258, 1.059, 0.028)  -0.648
O (0.439, 2.612, -0.007)  -0.573
S (2.545, 0.351, 0.000)  0.058

## Properties
**Frontier orbital gap**: 9.92 eV
**HOMO**: -9.2 eV
**LUMO level**: 0.72 eV
**Total charge**: 0

--- four ---
The molecule C5H7NOS. Source: the OMol25 dataset; level of theory: ωB97M-V with the def2-TZVPD basis set.

Each line ends with the natural charge from an NBO analysis.
Element x y z (Å)
C (-0.447, 1.778, 1.109)  -0.409
C (0.295, 0.636, 1.080)  -0.187
C (0.181, -0.392, 0.047)  -0.321
C (-0.270, -0.118, -1.240)  0.171
N (-0.333, 1.067, -1.964)  -0.782
C (0.406, -1.801, 0.373)  0.261
O (0.775, -1.990, 1.667)  -0.676
S (0.156, -3.167, -0.526)  -0.212
H (-0.270, 2.640, 1.762)  0.206
H (-1.294, 1.893, 0.440)  0.190
H (1.054, 0.485, 1.859)  0.221
H (-0.550, -1.003, -1.813)  0.225
H (0.191, 1.863, -1.685)  0.400
H (-0.702, 1.108, -2.925)  0.406
H (0.809, -2.999, 1.817)  0.508

## Properties
**Frontier orbital gap**: 8.11 eV
**HOMO**: -8.0 eV
**LUMO level**: 0.12 eV
**Total charge**: 0

So which one wins? Going from most stable to least: three, four, one, two.